Entry 1:
This record from OMol25 describes a molecular structure, C4H8O3Tl in a non-equilibrium geometry. The level of theory is the ωB97M-V functional and the def2-TZVPD basis.

```
16
Properties=species:S:1:pos:R:3:lowdin_charge:R:1
O 0.417 -2.528 0.717 -0.02
C -0.058 -1.386 0.286 -0.38
Tl -0.354 1.801 0.602 1.07
O 0.172 -0.337 0.847 -0.25
C 0.213 -3.683 -0.149 -0.23
H 0.737 -4.499 0.371 0.13
H -0.869 -3.881 -0.157 0.13
C 0.731 -3.451 -1.521 0.05
H 0.262 -3.992 -2.343 0.07
H 1.766 -3.122 -1.629 0.07
O -0.822 3.772 0.162 -0.64
C -0.490 4.640 -0.845 -0.37
H 0.557 5.030 -0.782 0.06
H -0.566 4.197 -1.870 0.05
H -1.133 5.555 -0.882 0.06
H -0.137 -1.468 -0.900 0.18
```

Calculated values
E_HOMO (alpha / beta) (eV): -6.9 / -6.9
Spin multiplicity: 2
Net charge: 0
Orbital gap (alpha / beta) (eV): 6.98 / 5.62
Calculated total energy (eV): -15108.16857
Energy relative to the best compared isomer or geometry (same formula, charge and spin) (kcal/mol): 103.19
⟨S²⟩: 0.75
Max |F| (eV Å⁻¹): 4.8

---

Entry 2:
This record from OMol25 describes a molecular structure, C13H26EuI2NOP2 in a non-equilibrium geometry. The level of theory is the ωB97M-V functional and the def2-TZVPD basis.

```
46
Properties=species:S:1:pos:R:3:lowdin_charge:R:1
I -2.840 0.852 0.038 0.56
I 1.474 1.177 -0.698 0.80
Eu -0.849 0.482 -2.867 1.30
P -0.703 -2.237 -1.181 0.67
C -1.132 -3.515 0.088 -0.25
C -1.872 -2.832 -2.466 -0.33
H -1.779 -3.924 -2.560 0.06
H 0.709 -4.026 -2.102 0.07
H -1.691 -2.354 -3.440 0.01
H 1.293 -2.373 -2.543 0.02
H -1.959 -3.138 0.709 0.04
H -2.891 -2.566 -2.151 0.05
C 0.862 -2.995 -1.749 -0.30
H -1.394 -4.492 -0.360 0.07
H 1.578 -2.985 -0.923 0.04
H -0.296 -3.690 0.778 0.04
P -0.605 3.529 -1.297 0.65
C -0.845 4.514 0.238 -0.24
C 0.782 4.514 -1.969 -0.30
H -2.003 3.755 -3.241 0.03
H -1.834 5.327 -2.371 0.08
H -2.908 4.005 -1.749 0.05
C -1.971 4.241 -2.260 -0.27
H 1.109 4.045 -2.902 0.04
H 0.481 5.563 -2.158 0.07
H -0.830 5.596 0.025 0.08
H -0.073 4.295 0.978 0.06
H 1.627 4.478 -1.276 0.04
H -1.805 4.262 0.696 0.05
C -0.571 1.251 0.552 -1.07
O -0.538 1.728 1.642 -0.12
C 3.553 -0.588 1.345 -0.09
C 2.347 -1.251 1.868 -0.36
C 2.427 -2.560 2.512 -0.01
C 1.206 -2.722 3.162 0.00
C 0.376 -1.574 2.748 -0.31
C -1.026 -1.299 3.159 -0.03
N 1.094 -0.767 1.947 0.08
H 3.750 -0.884 0.290 0.08
H 4.433 -0.874 1.967 0.11
H 3.405 0.503 1.460 0.05
H 3.211 -3.299 2.378 0.12
H 0.871 -3.512 3.832 0.11
H -1.348 -2.089 3.858 0.09
H -1.080 -0.325 3.691 0.10
H -1.743 -1.243 2.302 0.05
```

Calculated values
E_HOMO (alpha / beta) (eV): -13.2 / -14.0
Spin multiplicity: 7
Net charge: +2
Orbital gap (alpha / beta) (eV): 5.61 / 4.30
Calculated total energy (eV): -71526.24334
Energy relative to the best compared isomer or geometry (same formula, charge and spin) (kcal/mol): 138.42
⟨S²⟩: 12.04
Max |F| (eV Å⁻¹): 6.1

---

Entry 3:
This record from OMol25 describes a molecular structure, C29H35BN5NdS5Si. The level of theory is the ωB97M-V functional and the def2-TZVPD basis.

```
77
Properties=species:S:1:pos:R:3:lowdin_charge:R:1
Nd 0.448 -0.299 -0.024 1.59
B 3.103 -2.592 -1.905 -0.42
N 2.245 -3.137 -0.696 -0.07
C 2.462 -4.364 -0.215 -0.08
C 1.487 -4.673 0.720 -0.04
C 0.683 -3.544 0.744 -0.16
N 1.144 -2.620 -0.110 -0.14
N 2.843 -1.094 -2.347 -0.09
C 3.557 -0.544 -3.331 -0.07
C 3.110 0.749 -3.559 -0.04
C 2.080 0.910 -2.645 -0.16
N 1.929 -0.205 -1.915 -0.16
H 4.259 -2.655 -1.556 0.07
H 2.878 -3.285 -2.860 0.08
H 3.290 -4.943 -0.588 0.13
H 1.376 -5.584 1.280 0.10
H -0.201 -3.345 1.334 0.10
H 4.331 -1.117 -3.813 0.13
H 3.465 1.450 -4.292 0.10
H 1.430 1.759 -2.486 0.11
C -0.297 1.658 1.362 -0.43
Si 0.775 1.629 2.821 0.54
C 2.539 1.424 2.133 -0.25
N 2.738 0.179 1.342 -0.27
C 2.894 -0.989 2.272 -0.19
C 4.145 -1.812 2.004 -0.17
C 5.386 -0.932 2.112 -0.17
C 5.250 0.326 1.227 -0.15
C 3.932 0.308 0.466 -0.21
C 0.862 3.077 4.017 -0.24
C 1.925 3.978 4.061 -0.10
C 1.930 5.048 4.947 -0.09
C 0.864 5.234 5.812 -0.09
C -0.205 4.349 5.789 -0.09
C -0.201 3.286 4.900 -0.10
C 0.280 0.078 3.788 -0.25
C -0.650 -0.814 3.244 -0.14
C -0.949 -2.027 3.856 -0.09
C -0.320 -2.370 5.042 -0.08
C 0.581 -1.485 5.621 -0.07
C 0.870 -0.280 5.003 -0.10
H -0.133 2.564 0.760 -0.01
H -1.362 1.613 1.614 -0.01
H 3.319 1.520 2.899 0.09
H 2.673 2.271 1.448 0.10
H 2.006 -1.628 2.240 0.09
H 2.941 -0.604 3.293 0.11
H 4.089 -2.290 1.024 0.09
H 4.177 -2.619 2.738 0.12
H 6.275 -1.502 1.840 0.11
H 5.517 -0.636 3.157 0.11
H 6.057 0.380 0.496 0.11
H 5.326 1.234 1.829 0.10
H 3.935 -0.527 -0.233 0.09
H 3.802 1.212 -0.133 0.12
H 2.774 3.857 3.397 0.09
H 2.767 5.734 4.962 0.10
H 0.866 6.065 6.505 0.10
H -1.040 4.488 6.464 0.10
H -1.043 2.601 4.899 0.10
H -1.208 -0.535 2.350 0.07
H -1.685 -2.690 3.417 0.11
H -0.543 -3.312 5.525 0.10
H 1.055 -1.740 6.560 0.10
H 1.574 0.398 5.474 0.11
C -5.049 -0.662 -3.321 -0.40
S -4.701 -2.243 -2.521 0.80
C -3.022 -2.460 -2.984 -1.02
C -1.963 -1.772 -2.508 -1.13
S -2.022 -0.464 -1.337 0.40
S -0.426 -2.230 -3.189 0.87
C -0.960 -3.493 -4.247 -1.50
S 0.049 -4.400 -5.168 0.53
S -2.675 -3.684 -4.183 0.91
H -6.090 -0.426 -3.105 0.03
H -4.917 -0.735 -4.399 0.04
H -4.414 0.120 -2.912 0.01
```

Calculated values
E_HOMO (alpha / beta) (eV): -7.4 / -7.4
Spin multiplicity: 4
Net charge: 0
Orbital gap (alpha / beta) (eV): 7.48 / 7.54
Calculated total energy (eV): -116101.41776
Energy relative to the best compared isomer or geometry (same formula, charge and spin) (kcal/mol): 0.00
⟨S²⟩: 3.75
Max |F| (eV Å⁻¹): 0.4